The following is a DFT calculation (the ωB97M-V functional and the def2-TZVPD basis) of C2H6N2S in the gas phase in a non-equilibrium geometry.

Properties
Energy above the lowest of the compared OMol25 structures with the same formula, charge and spin   24.1 kcal per mole
Lowest unoccupied orbital energy   0.68 eV

Last column: natural (NBO) charge in e.
Cartesian coordinates (Å):
H -1.136 -0.552 -1.862  0.3174
N -1.392 -0.777 -0.914  -0.6535
C -0.492 -0.198 -0.179  0.4321
C -0.518 -0.313 1.257  -0.6864
N 0.432 0.753 -0.570  -0.8172
S 2.061 0.893 -0.179  0.2216
H -0.949 0.643 1.705  0.2355
H 0.500 -0.423 1.642  0.2315
H -1.153 -1.205 1.485  0.2383
H 0.087 1.272 -1.428  0.3937
H 2.561 -0.092 -0.956  0.0869



The following is a DFT calculation (the ωB97M-V functional and the def2-TZVPD basis) of 2 unconnected molecules or ions with the total composition C2H5NO2S in a non-equilibrium geometry.

Properties
Energy above the lowest of the compared OMol25 structures with the same formula, charge and spin   56.2 kcal per mole
Lowest unoccupied orbital energy   -0.43 eV

Last column: natural (NBO) charge in e.
Cartesian coordinates (Å):
C 0.286 0.687 1.015  -0.0720
C -0.543 0.238 -1.182  -0.4740
N -0.678 0.404 0.243  -0.4162
O -3.910 -0.096 1.208  -0.8448
O -3.418 0.437 -1.096  -0.8679
S -3.225 -0.481 0.020  1.6782
H 1.382 0.738 1.029  0.1791
H -0.210 0.761 1.956  0.1751
H 0.345 0.344 -1.727  0.1935
H -0.991 -0.704 -1.400  0.1978
H -1.387 0.981 -1.404  0.2512



The following is a DFT calculation (the ωB97M-V functional and the def2-TZVPD basis) of a gas-phase ion, C10H13N4 (charge +1) in a non-equilibrium geometry.

Properties
Total charge   +1
Energy above the lowest of the compared OMol25 structures with the same formula, charge and spin   98.4 kcal per mole
Lowest unoccupied orbital energy (spin up / spin down)   -4.14 / -4.14 eV

Last column: natural (NBO) charge in e.
Cartesian coordinates (Å):
C -3.613 1.003 1.169  -0.1962
C -2.921 0.415 2.210  -0.1749
C -3.126 1.185 -0.051  -0.1936
C -1.679 -0.048 2.001  -0.2258
C -1.906 0.576 -0.318  0.0975
C -1.123 0.071 0.780  0.1120
C -0.010 -0.012 -1.149  0.3325
C 1.168 -0.159 -2.080  -0.2585
C 2.942 0.377 -0.364  -0.5707
C 1.019 -1.100 0.814  0.3943
N -1.138 0.516 -1.448  -0.3725
N 0.022 -0.396 0.253  -0.4114
N 1.561 -2.231 0.321  -0.7348
N 2.269 0.780 -1.611  -0.5367
H -4.555 1.585 1.464  0.2339
H -3.312 0.375 3.205  0.2338
H -3.728 1.454 -0.910  0.2441
H -1.090 -0.409 2.850  0.2169
H 1.565 -1.285 -2.020  0.2182
H 0.796 0.253 -3.084  0.2813
H 3.206 1.092 0.247  0.1876
H 3.597 -0.564 -0.359  0.1931
H 1.224 -0.916 1.870  0.2405
H 1.751 -2.350 -0.709  0.3956
H 2.146 -2.835 0.829  0.4239
H 2.928 0.836 -2.444  0.4172
H 2.007 1.787 -1.466  0.4528



Q: energy above the lowest of the compared OMol25 structures with the same formula, charge and spin of number 1 (C2H6N2S)?
A: 24.1 kcal per mole



Q: energy above the lowest of the compared OMol25 structures with the same formula, charge and spin of number 2 (C2H5NO2S)?
A: 56.2 kcal per mole



Copy entry 3 word for word.
The following is a DFT calculation (the ωB97M-V functional and the def2-TZVPD basis) of a gas-phase ion, C10H13N4 (charge +1) in a non-equilibrium geometry.

Properties
Total charge   +1
Energy above the lowest of the compared OMol25 structures with the same formula, charge and spin   98.4 kcal per mole
Lowest unoccupied orbital energy (spin up / spin down)   -4.14 / -4.14 eV

Last column: natural (NBO) charge in e.
Cartesian coordinates (Å):
C -3.613 1.003 1.169  -0.1962
C -2.921 0.415 2.210  -0.1749
C -3.126 1.185 -0.051  -0.1936
C -1.679 -0.048 2.001  -0.2258
C -1.906 0.576 -0.318  0.0975
C -1.123 0.071 0.780  0.1120
C -0.010 -0.012 -1.149  0.3325
C 1.168 -0.159 -2.080  -0.2585
C 2.942 0.377 -0.364  -0.5707
C 1.019 -1.100 0.814  0.3943
N -1.138 0.516 -1.448  -0.3725
N 0.022 -0.396 0.253  -0.4114
N 1.561 -2.231 0.321  -0.7348
N 2.269 0.780 -1.611  -0.5367
H -4.555 1.585 1.464  0.2339
H -3.312 0.375 3.205  0.2338
H -3.728 1.454 -0.910  0.2441
H -1.090 -0.409 2.850  0.2169
H 1.565 -1.285 -2.020  0.2182
H 0.796 0.253 -3.084  0.2813
H 3.206 1.092 0.247  0.1876
H 3.597 -0.564 -0.359  0.1931
H 1.224 -0.916 1.870  0.2405
H 1.751 -2.350 -0.709  0.3956
H 2.146 -2.835 0.829  0.4239
H 2.928 0.836 -2.444  0.4172
H 2.007 1.787 -1.466  0.4528